[1]
DFT (ωB97M-V/def2-TZVPD) results for a 6-piece molecular cluster, C48H101N5O6 overall at a distorted geometry.

The HOMO energy is -7.798 eV. The value obtained for the energy above the lowest of the compared OMol25 structures with the same formula, charge and spin is 0.0 kcal per mole. For the gap between HOMO and LUMO, the calculation gives 8.1 eV. The largest force on an atom comes out at 5.22 eV/A. Its SMILES is CC1(C)CCCC(C)(C)N1O.CC1(C)CCCC(C)(C)N1O.CC1(C)CCCC(C)(C)N1O.CC1(C)CCCC(C)(C)N1O.CC1(C)CCCC(C)(C)N1O.CC(C)=O. The total energy comes out at -2614.37695 Ha. As for the LUMO energy: 0.26 eV.

Atoms and positions in Å:
C -3.390 3.716 -4.413
C -2.715 2.526 -5.157
C -1.883 1.610 -4.224
C -2.561 0.654 -3.267
C -3.472 -0.225 -4.147
C -4.424 0.594 -5.133
N -3.702 1.689 -5.853
O -4.437 2.351 -6.730
C -5.000 -0.358 -6.233
C -5.588 1.133 -4.323
C -1.699 3.194 -6.152
H -4.252 4.097 -4.962
H -2.638 4.442 -4.104
H -3.832 3.404 -3.466
H -1.101 1.049 -4.736
H -1.313 2.200 -3.507
H -3.011 1.173 -2.421
H -1.827 0.016 -2.775
H -4.085 -0.813 -3.463
H -2.824 -0.881 -4.728
H -4.217 -1.079 -6.467
H -5.888 -0.871 -5.865
H -5.231 0.127 -7.181
H -5.276 1.794 -3.514
H -6.166 1.792 -4.970
H -6.188 0.338 -3.881
H -1.352 2.378 -6.785
H -0.927 3.613 -5.506
H -1.986 3.974 -6.858
H -4.213 1.932 -7.564
C 0.811 -3.273 5.442
C 0.367 -1.957 6.192
C 0.551 -2.247 7.699
C 2.020 -2.181 8.173
C 2.640 -0.845 7.779
C 2.537 -0.518 6.232
N 1.137 -0.748 5.821
O 0.788 -0.292 4.528
C 2.781 1.058 6.175
C 3.618 -1.271 5.443
C -1.147 -1.667 6.028
H 0.108 -4.106 5.453
H 1.792 -3.612 5.775
H 0.777 -3.045 4.376
H -0.073 -1.562 8.273
H 0.161 -3.245 7.900
H 2.638 -2.970 7.744
H 2.036 -2.364 9.247
H 3.694 -0.844 8.057
H 2.223 -0.023 8.361
H 2.169 1.615 6.884
H 3.828 1.331 6.305
H 2.606 1.430 5.165
H 3.679 -0.981 4.394
H 4.528 -0.905 5.918
H 3.509 -2.348 5.569
H -1.761 -2.537 6.259
H -1.315 -1.463 4.971
H -1.417 -0.793 6.622
H 0.317 0.496 4.810
C 3.552 2.316 -3.272
C 2.927 0.896 -3.339
C 2.635 0.521 -4.893
C 3.867 -0.025 -5.674
C 4.531 -1.245 -4.863
C 4.935 -0.818 -3.429
N 3.806 -0.116 -2.705
O 4.114 0.111 -1.327
C 5.399 -2.153 -2.713
C 6.248 0.058 -3.625
C 1.633 0.812 -2.510
H 2.843 2.995 -3.745
H 4.439 2.272 -3.905
H 3.777 2.816 -2.330
H 1.789 -0.149 -5.051
H 2.369 1.433 -5.427
H 4.503 0.826 -5.919
H 3.604 -0.543 -6.597
H 5.400 -1.595 -5.420
H 3.831 -2.077 -4.785
H 5.998 -1.930 -1.830
H 4.608 -2.802 -2.335
H 5.971 -2.730 -3.439
H 6.573 0.489 -2.678
H 7.025 -0.575 -4.052
H 6.016 0.975 -4.168
H 1.701 0.879 -1.424
H 1.058 -0.103 -2.649
H 1.015 1.679 -2.741
H 3.644 -0.563 -0.830
C 3.244 7.754 -1.699
C 1.893 7.697 -1.027
C 0.785 7.534 -2.072
C 0.671 6.058 -2.533
C 0.514 5.091 -1.426
C 1.451 5.258 -0.253
N 1.745 6.679 0.027
O 2.529 6.793 1.149
C 0.668 4.657 0.940
C 2.632 4.408 -0.569
C 1.593 9.005 -0.328
H 3.426 6.776 -2.143
H 4.104 7.876 -1.040
H 3.339 8.519 -2.469
H -0.140 7.873 -1.606
H 0.916 8.119 -2.982
H 1.498 5.656 -3.118
H -0.104 5.948 -3.292
H 0.552 4.076 -1.822
H -0.504 5.239 -1.066
H 0.236 3.714 0.607
H 1.341 4.464 1.776
H -0.114 5.372 1.194
H 2.437 3.336 -0.533
H 3.069 4.674 -1.531
H 3.282 4.632 0.276
H 0.619 9.058 0.157
H 1.730 9.873 -0.974
H 2.268 9.179 0.510
H 1.877 6.965 1.832
C -5.821 -6.780 2.203
C -4.339 -6.248 2.173
C -4.159 -5.197 3.300
C -2.679 -4.950 3.726
C -2.017 -6.369 4.014
C -2.050 -7.303 2.806
N -3.489 -7.441 2.359
O -3.591 -8.431 1.356
C -1.140 -6.769 1.679
C -1.602 -8.684 3.254
C -4.120 -5.453 0.872
H -5.922 -7.364 1.288
H -6.521 -5.946 2.168
H -5.980 -7.370 3.106
H -4.532 -4.218 2.999
H -4.704 -5.420 4.217
H -2.527 -4.269 4.563
H -2.109 -4.412 2.969
H -2.648 -6.868 4.749
H -1.015 -6.310 4.438
H -1.186 -5.695 1.502
H -0.120 -6.940 2.023
H -1.284 -7.313 0.745
H -2.346 -9.136 3.909
H -1.544 -9.528 2.568
H -0.600 -8.571 3.670
H -5.075 -4.959 0.697
H -3.926 -6.109 0.023
H -3.354 -4.683 0.775
H -4.029 -9.136 1.838
C -1.499 -1.172 2.050
C -1.820 -0.353 0.826
O -2.556 -0.746 -0.037
C -0.987 0.920 0.664
H -1.792 -2.211 1.897
H -2.043 -0.709 2.873
H -0.426 -1.148 2.235
H 0.040 0.558 0.627
H -1.099 1.541 1.553
H -1.163 1.552 -0.206

Results of the Mulliken charge analysis, in e, for atoms 1 through 8: C -1.696; C 1.897; C -0.473; C -0.493; C -1.558; C 1.555; N 0.282; O -0.504

---

[2]
DFT (ωB97M-V/def2-TZVPD) results for C48H104N8NbO14 as an isolated structure at a distorted geometry.

The HOMO energy is -4.051 eV. As for the total charge: -1. For the gap between HOMO and LUMO, the calculation gives 5.4 eV. The largest force on an atom comes out at 8.76 eV/A. The total energy comes out at -3439.01090 Ha. As for the LUMO energy: 1.38 eV.

Atoms and positions in Å:
C -0.864 -3.340 -4.828
C -1.354 -3.179 -6.387
C -0.813 -1.832 -7.151
C -0.854 -0.464 -6.188
C -0.874 0.918 -7.047
C 0.280 2.029 -6.729
C -0.151 3.331 -5.873
Nb -0.172 3.204 -3.592
C 1.050 1.293 -3.478
C 0.569 0.131 -2.441
C 1.908 -0.732 -1.930
O 1.631 -1.480 -0.675
C 2.917 -2.217 -0.444
C 4.110 -1.388 0.379
O 3.122 -3.474 -0.923
C -0.277 3.283 -1.319
C -1.031 4.709 -0.903
C -0.705 5.193 0.639
O -0.674 6.668 0.744
C 0.720 7.129 0.706
C 1.506 7.961 1.882
O 1.427 6.848 -0.413
C 1.798 4.366 -3.408
C 1.741 5.864 -4.067
C 3.137 6.254 -4.859
O 4.159 6.831 -4.221
O 3.279 5.906 -6.297
C -2.217 2.175 -3.815
C -3.416 3.321 -3.570
C -2.567 0.964 -2.819
C -4.205 0.619 -2.793
H -1.130 -4.460 -4.515
H 0.300 -3.237 -4.672
H -1.427 -2.611 -4.088
H -0.877 -4.105 -6.973
H -2.538 -3.279 -6.496
H -1.306 -1.627 -8.192
H 0.348 -2.015 -7.355
H 0.032 -0.617 -5.451
H -1.872 -0.529 -5.588
H -0.764 0.579 -8.189
H -1.948 1.438 -7.015
H 0.498 2.498 -7.815
H 1.350 1.568 -6.468
H 0.612 4.202 -6.161
H -1.213 3.738 -6.238
H -1.009 4.830 -3.607
H 2.112 1.629 -3.031
H 1.333 0.775 -4.479
H -0.103 0.498 -1.557
H -0.025 -0.671 -3.097
H 2.101 -1.573 -2.755
H 2.877 -0.079 -1.896
H 4.467 -0.453 -0.271
H 5.045 -2.074 0.594
H 3.592 -1.000 1.371
H -0.849 2.425 -0.784
H 0.802 3.320 -0.804
H -0.660 5.602 -1.598
H -2.205 4.600 -1.064
H -1.561 4.770 1.312
H 0.370 4.792 0.882
H 1.052 7.722 2.939
H 2.646 7.666 1.871
H 1.446 9.135 1.670
H 2.131 4.379 -2.261
H 2.613 3.692 -3.950
H 0.795 5.911 -4.780
H 1.572 6.616 -3.155
H 3.250 4.894 -6.311
H -2.436 1.795 -4.923
H -3.111 4.386 -3.938
H -4.344 2.998 -4.248
H -3.713 3.355 -2.416
H -2.233 1.042 -1.705
H -2.082 -0.017 -3.303
H -4.704 0.855 -3.845
H -4.752 1.175 -1.906
H -4.328 -0.560 -2.650
C -3.610 -3.607 -1.805
O -2.811 -2.777 -2.221
N -3.327 -4.932 -1.552
C -4.329 -5.854 -1.059
C -1.983 -5.420 -1.785
H -4.659 -3.341 -1.594
H -3.999 -6.255 -0.097
H -4.443 -6.670 -1.778
H -5.294 -5.354 -0.928
H -1.285 -4.851 -1.165
H -1.726 -5.265 -2.837
H -1.911 -6.483 -1.542
C 0.558 2.374 3.273
O 0.493 2.974 2.207
N 0.908 1.048 3.422
C 0.962 0.408 4.720
C 1.232 0.270 2.245
H 0.332 2.871 4.230
H 1.978 0.040 4.891
H 0.261 -0.431 4.730
H 0.695 1.108 5.517
H 2.078 0.737 1.732
H 0.370 0.267 1.571
H 1.489 -0.757 2.519
C -3.068 -1.147 5.942
O -2.269 -0.317 5.526
N -2.784 -2.472 6.195
C -3.787 -3.394 6.687
C -1.441 -2.960 5.961
H -4.117 -0.882 6.153
H -3.457 -3.795 7.650
H -3.900 -4.210 5.969
H -4.751 -2.894 6.818
H -0.743 -2.391 6.582
H -1.184 -2.805 4.909
H -1.368 -4.023 6.205
C 1.400 8.237 5.458
O 0.340 7.999 4.892
N 1.583 9.181 6.446
C 2.871 9.404 7.068
C 0.451 9.976 6.877
H 2.323 7.690 5.207
H 2.782 9.217 8.142
H 3.170 10.443 6.900
H 3.632 8.739 6.650
H -0.329 9.309 7.255
H 0.057 10.528 6.018
H 0.748 10.677 7.661
C 2.359 -6.622 -1.156
O 1.301 -7.108 -1.535
N 3.502 -7.332 -0.853
C 4.717 -6.682 -0.410
C 3.487 -8.774 -0.983
H 2.479 -5.535 -1.024
H 5.520 -6.914 -1.116
H 4.979 -7.061 0.582
H 4.588 -5.597 -0.357
H 3.249 -9.037 -2.018
H 2.711 -9.183 -0.329
H 4.458 -9.196 -0.710
C -5.670 -3.067 -6.109
O -5.311 -1.896 -6.110
N -6.067 -3.781 -7.220
C -6.480 -5.167 -7.138
C -6.073 -3.126 -8.512
H -5.704 -3.659 -5.181
H -5.820 -5.771 -7.768
H -7.509 -5.252 -7.497
H -6.428 -5.533 -6.109
H -5.061 -2.778 -8.738
H -6.742 -2.261 -8.469
H -6.409 -3.814 -9.292
C -2.366 -4.680 10.075
O -3.425 -4.918 9.509
N -2.183 -3.736 11.063
C -0.894 -3.513 11.685
C -3.314 -2.941 11.493
H -1.443 -5.227 9.823
H -0.983 -3.700 12.759
H -0.595 -2.474 11.517
H -0.134 -4.178 11.267
H -4.095 -3.608 11.871
H -3.709 -2.389 10.635
H -3.018 -2.240 12.278
C 6.631 0.271 2.915
O 5.572 -0.215 2.535
N 7.773 -0.439 3.217
C 8.989 0.211 3.661
C 7.759 -1.881 3.088
H 6.750 1.359 3.047
H 9.792 -0.021 2.955
H 9.251 -0.168 4.653
H 8.859 1.296 3.713
H 7.521 -2.143 2.053
H 6.983 -2.289 3.742
H 8.730 -2.303 3.361

Results of the Mulliken charge analysis, in e, for atoms 1 through 8: C -0.261; C -0.214; C -0.821; C 0.913; C -0.867; C -0.701; C -0.399; Nb -1.970